C3H5NO2 | ωB97M-V/def2-TZVPD

Each line ends with the Löwdin charge.
Geometry (Å):
O1 1.258 -1.058 -0.411  -0.0212
C1 0.411 -0.621 0.591  -0.4329
C2 0.601 0.711 1.200  -0.1115
N1 -0.494 0.456 0.253  0.0126
C3 -0.900 -0.212 -2.535  0.0350
O2 -1.888 0.298 -2.758  0.0542
H1 0.802 -0.905 -1.252  0.0155
H2 0.031 -1.426 1.222  0.1435
H3 0.357 0.850 2.251  0.1015
H4 1.391 1.347 0.812  0.1058
H5 -1.388 0.363 0.726  0.0975

Computed properties:
**ΔE to the lowest compared entry with this formula, charge and spin**: 213.0 kJ/mol
**HOMO energy**: -9.8 eV

C3H5NO2 | ωB97M-V/def2-TZVPD

Each line ends with the Löwdin charge.
Geometry (Å):
C1 -1.501 0.241 -0.307  -0.0516
C2 -1.046 -1.022 -0.447  -0.3503
O1 -0.945 -2.060 -0.974  0.1507
O2 0.414 -1.082 0.877  -0.0064
C3 1.300 -0.237 0.691  -0.3229
N1 1.158 0.859 -0.050  0.1344
H1 -1.491 0.732 0.657  0.0708
H2 0.207 0.975 -0.469  0.0656
H3 -2.284 0.481 -1.009  0.0640
H4 2.265 -0.394 1.184  0.1373
H5 1.922 1.507 -0.153  0.1083

Computed properties:
**Structure (SMILES)**: C=C=O.NC=O
**ΔE to the lowest compared entry with this formula, charge and spin**: 181.8 kJ/mol
**HOMO energy**: -8.7 eV

C3H5NO2 | ωB97M-V/def2-TZVPD

Each line ends with the Löwdin charge.
Geometry (Å):
N1 -0.153 -0.287 -1.871  0.1572
C1 0.160 -0.601 -0.586  -0.5494
O1 0.506 -1.718 -0.241  0.0487
C2 0.085 0.562 0.391  -0.0705
C3 -0.109 0.110 1.826  -0.2415
O2 -0.506 0.853 2.690  0.0504
H1 -0.411 0.645 -2.152  0.1020
H2 -0.076 -1.007 -2.574  0.1123
H3 -0.694 1.289 0.138  0.1242
H4 1.044 1.098 0.346  0.1397
H5 0.155 -0.944 2.032  0.1268

Computed properties:
**Structure (SMILES)**: NC(=O)CC=O
**ΔE to the lowest compared entry with this formula, charge and spin**: 42.4 kJ/mol
**HOMO energy**: -9.8 eV

C3H5NO2 | ωB97M-V/def2-TZVPD

Each line ends with the Löwdin charge.
Geometry (Å):
N1 1.583 0.335 0.942  0.1178
C1 1.251 0.191 -0.266  -0.3120
O1 0.403 -0.862 -0.698  -0.0936
C2 -0.802 -0.929 0.023  -0.1636
C3 -1.346 0.482 -0.128  -0.1771
O2 -0.605 1.395 -0.411  0.0542
H1 2.445 0.858 1.029  0.0525
H2 1.631 0.698 -1.154  0.1352
H3 -0.637 -1.181 1.081  0.1279
H4 -1.508 -1.680 -0.376  0.1350
H5 -2.414 0.693 -0.043  0.1237

Computed properties:
**Structure (SMILES)**: [H]/N=C/OCC=O
**ΔE to the lowest compared entry with this formula, charge and spin**: 233.0 kJ/mol
**HOMO energy**: -9.6 eV

C3H5NO2 | ωB97M-V/def2-TZVPD

Each line ends with the Löwdin charge.
Geometry (Å):
O1 -1.635 -0.098 0.933  0.0180
C1 -1.044 -0.300 -0.116  -0.3802
C2 0.037 0.551 -0.563  -0.1379
O2 0.977 -0.464 1.388  -0.0685
C3 1.062 0.098 -1.491  -0.1908
N1 1.833 -0.208 -2.298  0.1654
H1 0.025 -0.384 1.604  0.0231
H2 -1.266 -1.109 -0.830  0.1534
H3 -1.088 0.796 -1.116  0.2165
H4 0.328 1.402 0.054  0.1377
H5 1.408 0.229 1.894  0.0631

Computed properties:
**Structure (SMILES)**: N#CCC=O.O
**ΔE to the lowest compared entry with this formula, charge and spin**: 323.5 kJ/mol
**HOMO energy**: -10.6 eV

C3H5NO2 | ωB97M-V/def2-TZVPD

Each line ends with the Löwdin charge.
Geometry (Å):
N1 2.176 0.273 0.530  0.1421
C1 1.192 0.193 -0.247  -0.3502
O1 0.445 -0.971 -0.201  -0.0815
C2 -0.951 -0.971 0.179  -0.1207
C3 -1.338 0.476 0.037  -0.2213
O2 -0.676 1.313 0.605  0.0517
H1 2.844 0.947 0.173  0.0536
H2 0.965 0.885 -1.075  0.1378
H3 -0.972 -1.341 1.208  0.1308
H4 -1.602 -1.626 -0.435  0.1271
H5 -2.063 0.767 -0.741  0.1304

Computed properties:
**Structure (SMILES)**: [H]/N=C/OCC=O
**ΔE to the lowest compared entry with this formula, charge and spin**: 272.7 kJ/mol
**HOMO energy**: -10.2 eV

C3H5NO2 | ωB97M-V/def2-TZVPD

Each line ends with the Löwdin charge.
Geometry (Å):
C1 1.128 -0.477 0.289  -0.3346
C2 1.410 0.711 0.763  0.0062
C3 -0.790 0.283 -1.003  -0.0872
N1 -1.402 0.326 0.126  -0.0934
O1 1.263 -1.636 0.111  0.1342
O2 -2.054 -0.750 0.649  -0.0153
H1 -1.691 -1.505 0.216  0.0690
H2 0.624 1.344 1.070  0.0451
H3 2.437 1.014 0.842  0.0708
H4 -0.311 1.211 -1.224  0.0655
H5 -0.614 -0.522 -1.839  0.1396

Computed properties:
**Structure (SMILES)**: C=C=O.C=NO
**ΔE to the lowest compared entry with this formula, charge and spin**: 463.6 kJ/mol
**HOMO energy**: -9.1 eV

C3H5NO2 | ωB97M-V/def2-TZVPD

Each line ends with the Löwdin charge.
Geometry (Å):
C1 1.340 0.363 0.413  -0.4991
C2 0.009 0.552 -0.262  -0.1996
C3 -1.293 -0.052 0.339  -0.0817
H1 1.207 -1.556 0.101  0.1647
H2 -0.223 1.521 -0.724  0.1518
H3 -2.158 0.543 0.286  0.0819
H4 -1.225 -0.745 1.204  0.1160
H5 -1.002 -0.404 -1.741  0.1132
N1 -0.597 -0.665 -0.822  -0.0064
O1 1.945 -0.862 0.420  0.0623
O2 1.999 1.304 0.787  0.0969

Computed properties:
**Structure (SMILES)**: O=C(O)[C@@H]1CN1
**ΔE to the lowest compared entry with this formula, charge and spin**: 171.3 kJ/mol
**HOMO energy**: -10.3 eV

What did we get for calculated total energy? Answer: -322.49319 -322.50510 -322.55820 -322.48558 -322.45111 -322.47046 -322.39776 -322.50907 hartree, in the order shown.
What did we get for gap between HOMO and LUMO? Answer: 10.8 9.5 10.5 10.4 10.9 10.4 9.7 11.0 eV, in the order shown.